65
Properties=species:S:1:pos:R:3:forces:R:3:lowdin_charge:R:1 method="wB97M-V/def2-TZVPD" de_lowest_ev=2.326 gap_ev="6.14 / 6.14" e_tot_ev=-88797.3474 charge=0
C 4.033041 0.734181 1.236739 -0.1 0.0 0.1 -0.0348
H 0.386111 -6.038217 0.631874 0.0 0.0 0.0 0.0859
C -1.846369 3.622154 0.472371 0.0 0.1 0.0 -0.0316
H 1.134368 -2.625261 -1.027932 0.0 0.0 0.0 0.0855
H -1.680501 -5.376083 1.895079 0.0 0.0 0.0 0.0863
C -3.708285 3.079456 -4.635689 0.0 0.0 0.0 -0.2922
H 1.482726 -2.178376 0.513211 0.0 0.0 0.0 0.0825
H 1.859429 2.894223 -1.335685 0.0 0.0 0.0 0.0626
H -2.266188 -4.609033 0.403655 0.0 0.0 0.0 0.0911
C 4.658770 0.207905 -1.011733 0.0 0.1 0.0 -0.1090
Ti 0.179296 0.072954 -0.813638 -0.5 -0.2 -0.5 0.6722
H -1.008024 -2.096632 0.660299 0.0 0.0 0.0 0.0867
C -1.230877 2.405291 0.227749 0.2 -0.1 -0.1 -0.1488
C 0.511938 -3.770257 2.275434 0.0 0.0 0.0 -0.0465
H -2.147605 3.995706 -3.504690 0.0 0.0 0.0 0.0970
C -2.792168 4.627375 -6.774232 0.0 0.0 0.0 -0.1036
H 0.546322 -4.684350 2.870493 0.0 0.0 0.0 0.0866
C -4.212237 2.241427 -3.491707 0.1 0.0 0.0 -0.4290
C -0.070868 2.172835 -0.696424 0.2 0.4 0.2 -0.4403
C -2.102235 0.560477 -2.848484 0.1 0.3 0.1 -1.0902
C -2.634631 3.947453 -4.469282 0.0 0.0 0.0 -0.0496
C -0.276238 -4.009060 0.982621 0.0 0.0 0.0 -0.6360
O -1.069345 0.083651 0.607332 0.2 0.0 -0.1 -0.2276
C -2.869237 1.307127 1.629304 0.0 -0.1 0.0 -0.0158
H -2.436209 5.227182 -7.602233 0.0 0.0 0.0 0.0956
H -1.342931 5.388288 -5.389320 0.0 0.0 0.0 0.0980
C 5.020851 0.510158 0.287826 0.0 0.0 0.0 -0.0439
H -4.353347 3.689629 -7.912465 0.0 0.0 0.0 0.0979
C 3.305783 0.145632 -1.315755 0.0 -0.1 -0.1 -0.7528
C -1.696029 -4.450529 1.318850 0.0 0.0 0.0 -0.0398
N -0.438323 -2.787453 0.180765 0.0 -0.2 0.0 -0.0638
H 6.067159 0.572745 0.556918 0.0 0.0 0.0 0.1171
C -3.866773 3.764717 -6.948144 0.0 0.0 0.0 -0.0931
S -3.710398 0.496207 -3.554033 0.0 -0.2 -0.1 0.8903
C 1.044737 3.197205 -0.675190 -0.1 0.0 0.0 -0.0609
H -3.253572 0.394769 2.068713 0.0 0.0 0.0 0.1118
H -5.301942 2.194277 -3.506238 0.0 0.0 0.0 0.0742
H 5.399467 0.029521 -1.776856 0.0 0.0 0.0 0.1011
C -4.320137 3.000013 -5.884313 0.0 0.0 0.0 -0.0586
I 2.646798 -0.321060 -3.242338 0.1 0.0 0.1 1.0181
C 0.413545 -5.070864 0.128978 0.0 0.0 0.0 -0.0465
C -2.180927 4.717218 -5.531966 0.0 0.0 0.0 -0.0870
H -3.891901 2.636160 -2.529120 0.0 0.0 0.0 0.0730
H -5.157512 2.324867 -6.023363 0.0 0.0 0.0 0.1108
H -2.206676 -3.688834 1.912785 0.0 0.0 0.0 0.0867
H 1.464163 -4.827553 -0.049171 0.0 0.0 0.0 0.0734
C -1.741925 1.248422 0.824719 0.1 0.0 0.1 -0.3144
H -4.363004 2.582526 2.482481 0.0 0.0 0.0 0.0979
H 0.039648 -2.990034 2.876432 0.0 0.0 0.0 0.0879
N -0.354345 1.557895 -1.903128 -0.2 -0.3 0.4 -0.1868
S -1.280226 -0.953818 -2.530987 0.0 0.0 0.2 0.5427
H 0.686974 4.168608 -1.034126 0.0 0.0 0.0 0.0744
H 1.549636 -3.483926 2.082973 0.0 0.0 0.0 0.0668
C -3.481446 2.532743 1.855611 0.0 0.1 0.0 -0.0959
H 4.283533 0.976938 2.259310 0.0 0.0 0.0 0.1147
H -1.456524 4.522196 0.011037 0.0 0.0 0.0 0.1092
N 0.767061 -2.142730 -0.213195 -0.1 0.3 -0.1 -0.0338
H -0.094390 -5.161867 -0.832038 0.0 0.0 0.0 0.0907
H -3.451978 4.645100 1.470986 0.0 0.0 0.0 0.0946
N -1.619486 1.685017 -2.482923 0.0 0.0 -0.2 -0.0469
C 2.712819 0.648493 0.848776 0.0 0.1 0.0 -0.1054
H 1.894921 0.831290 1.537034 0.0 0.0 0.0 0.1334
C -2.971237 3.693000 1.288419 0.0 -0.1 0.0 -0.0991
N 2.353672 0.355636 -0.411042 0.0 -0.1 0.0 -0.0867
H 1.441278 3.345366 0.332863 0.0 0.0 0.0 0.0734